[1]
A structure of composition C17H49N11O10Zn. Source: the Open Molecules 2025 dataset; level of theory: the ωB97M-V functional and the def2-TZVPD basis.

XYZ file:
```
88
Properties=species:S:1:pos:R:3:forces:R:3:mulliken_charge:R:1
H 1.2313 -0.2811 -4.2921 0.56 0.46 -0.08 0.331
O -0.2510 -4.5803 0.2358 -0.73 0.83 0.11 -0.164
O 0.4248 -2.8065 -4.7952 0.07 0.28 0.42 -0.379
H -0.1437 -5.5178 2.1274 0.87 -0.11 -0.15 0.381
C 2.9414 -1.5686 -4.6174 -0.04 -0.16 -1.63 -1.540
N 2.3535 -0.6120 -2.5172 -0.32 0.58 0.39 -0.398
H 1.6957 3.0267 -2.3737 0.27 -0.25 0.57 0.359
H 2.1257 5.2557 -0.5119 -0.65 0.41 0.69 0.484
C 1.7981 -1.0708 -3.7990 -1.16 -1.31 1.70 0.388
H 2.5723 -2.1040 -5.4921 -0.14 0.35 -0.26 0.390
H 2.8613 3.7513 -0.5420 0.08 -0.53 0.01 0.419
H -5.5698 3.9227 -2.3212 -0.43 -0.40 -0.48 0.252
H -0.2872 -1.7430 2.7731 0.44 -0.34 0.64 0.485
H -1.7421 -0.9523 5.5543 0.08 0.57 0.11 0.251
O -3.5661 4.2330 -1.1978 0.49 -0.84 0.05 -0.670
H 0.9844 -3.0707 2.3353 -0.11 0.11 0.52 0.450
C -3.7302 3.4358 -2.1310 0.44 2.22 1.32 0.682
H -2.9142 1.5219 0.3108 -0.02 0.13 -0.26 0.229
C 0.8450 3.5630 -1.9533 -1.14 -0.63 -2.01 -0.766
H 1.6547 -0.3276 -1.8457 -0.76 0.58 -0.39 0.101
N 1.6564 2.7819 1.9713 -0.05 0.54 -0.91 -0.002
C -0.8086 -4.9677 1.4615 0.30 0.67 0.56 -1.127
H 1.1146 -2.8720 -2.8426 0.31 -0.49 0.01 0.252
H 2.5210 -0.9967 2.1941 0.05 0.02 -0.40 0.169
C 3.5942 0.1930 0.9708 5.73 -2.66 1.61 0.278
H 3.8212 5.4052 1.3705 -0.20 -0.13 -0.54 0.398
H 0.1272 -5.3491 -1.6142 0.41 0.32 0.04 -0.103
H -1.0883 2.5252 3.7907 -0.03 -0.31 -0.21 0.159
N -2.8307 2.7196 -2.7468 3.90 -1.83 -0.52 -0.353
O 4.7692 -0.0810 1.3797 -2.45 1.31 -0.52 -0.779
H 4.1200 3.6905 1.7197 0.19 0.04 -0.06 0.402
H 1.6287 2.8507 2.9785 -0.57 0.04 0.33 0.353
H -0.0560 -2.2529 1.1873 0.53 0.06 -0.20 0.027
O -0.9447 1.5308 6.0025 -0.43 0.58 1.01 -0.723
H -5.0840 2.5409 -3.3325 -0.28 0.40 0.32 0.177
H -1.2556 0.9417 3.0215 -0.19 0.62 -0.29 -0.092
C 2.0068 4.2568 -0.0922 0.74 -1.47 0.54 -0.966
C 0.7029 -2.1649 -3.5627 1.57 -0.05 -0.10 -0.619
N -3.7782 1.7519 0.7806 1.29 3.56 -3.26 -0.120
C -4.2748 0.9116 1.6141 -3.72 0.45 3.08 0.567
H -0.1642 -1.7766 -3.0284 -0.51 0.35 -0.42 0.408
H -0.4264 -6.4971 -0.4714 0.20 -0.39 0.29 0.366
H 2.4240 0.9548 -0.4550 0.06 -0.02 -0.13 -0.406
H -2.0095 -0.5110 3.9302 -0.41 -0.28 0.44 -0.008
O -1.2971 1.5051 -0.5869 -9.54 6.08 -9.77 -0.976
C 0.2146 -5.6202 -0.5621 -0.03 -0.18 0.02 -0.571
C -1.4061 1.0186 4.9977 2.00 -0.41 3.04 0.540
H -1.6145 -5.6850 1.3065 -0.68 0.25 -0.08 0.483
H 3.4826 -0.6836 -4.9520 0.44 -0.28 0.01 0.367
H -2.0539 -3.2465 1.7679 -0.21 0.15 0.43 0.212
C 2.0777 4.1052 1.4452 -1.30 1.46 -1.03 0.331
C -0.1969 -4.0386 -4.6072 -0.61 -0.56 0.17 -0.804
H -0.4510 -4.4759 -5.5727 -0.27 0.31 0.01 0.297
H -2.1024 2.3718 -2.1396 0.40 -0.34 -0.07 0.293
O 0.8139 3.6218 -0.5478 1.02 1.42 -0.50 0.177
H -0.5073 -4.1250 4.1940 0.53 0.36 -0.33 0.264
H 1.2939 4.7852 1.7790 0.10 0.26 0.45 0.438
H 4.0557 1.4432 -0.5304 0.06 -0.43 0.17 0.240
H -4.2956 2.5086 0.3566 -0.05 0.03 0.61 0.106
C 3.4258 4.5181 1.8652 1.46 0.56 1.15 -1.500
H -1.0580 -3.9188 -3.9497 -0.58 -0.02 -0.27 0.342
H 3.4861 4.8330 2.9069 -0.19 -0.41 0.25 0.382
N 2.5284 -0.4369 1.3534 -2.77 -1.68 1.89 0.060
H -3.0260 2.1947 -3.5873 -0.11 0.12 0.42 0.168
N -4.8677 3.3280 -2.7377 -4.46 0.52 -1.03 -0.496
H 1.2415 -5.7745 -0.2309 0.17 -0.74 -0.54 0.335
O -5.3045 1.0624 2.2899 -0.02 -0.06 -0.79 -0.783
H -3.8228 -0.9455 2.2634 -0.28 0.55 0.13 0.169
Zn 0.0392 2.3657 0.6883 -0.37 -1.19 0.90 -0.489
H 3.6034 -2.3218 -4.1899 0.00 0.38 0.77 0.336
H 2.7594 -1.3570 -1.9692 0.62 -0.63 -0.58 0.314
C -1.1746 -3.6822 2.2422 1.97 0.28 1.11 0.569
C -0.7078 0.4769 -0.2821 2.12 6.51 3.55 1.186
O -0.8227 0.5423 0.9402 -3.02 -7.55 12.82 -0.281
H -2.5392 -0.1487 1.4816 -0.04 0.26 -0.35 -0.113
H 1.6849 -0.2311 0.8374 -0.62 -0.36 0.40 -0.032
H 2.4132 2.1329 1.8093 0.13 -0.57 -0.43 0.096
N 3.3131 1.0332 0.0178 0.00 3.72 -3.06 0.250
O 0.4616 0.6767 -0.4986 11.23 -4.93 -6.68 -0.007
H -0.0503 3.0393 -2.2887 0.09 0.04 0.20 0.023
N -1.3471 1.5494 3.8231 0.42 3.27 -4.19 -0.127
N -1.3690 -3.9603 3.6936 -1.21 -0.61 -0.98 -0.699
H -1.7889 -4.8788 3.6994 -0.64 -0.21 0.57 0.269
N -1.8438 -0.2079 4.8793 -1.44 -4.01 -0.01 -0.218
H 0.3815 -4.8080 -4.0957 0.82 0.15 0.12 0.282
C -0.0051 -2.6315 2.2082 -1.75 -0.36 -2.04 -1.158
H 0.8389 4.5369 -2.4428 -0.06 0.36 0.55 0.361
N -3.5124 -0.1322 1.7513 2.47 -4.83 1.06 -0.180
```
Positions in Å, forces in eV/Å.

Its HOMO energy is -0.31216 hartree. The calculation puts the frontier orbital gap at 0.25095 Ha. The value obtained for the molecular weight is 633.0 Da. As for the spin multiplicity: 1. The calculated total energy comes out at -103702.7681 eV. Its energy above the lowest of the compared OMol25 structures with the same formula, charge and spin is 11.945 eV.


[2]
A structure of composition H8O4Rb. Source: the Open Molecules 2025 dataset; level of theory: the ωB97M-V functional and the def2-TZVPD basis.

XYZ file:
```
13
Properties=species:S:1:pos:R:3:forces:R:3:nbo_charge:R:1
O 2.5436 -2.0604 -0.5547 -0.41 0.09 0.03 -0.955
H -0.4190 -5.1507 -0.3779 0.28 -0.11 -0.04 0.477
H 3.3076 -1.9872 0.0173 0.20 0.02 0.21 0.480
O -0.6630 2.5585 3.2566 -0.04 -0.30 -0.29 -0.951
H -0.4622 3.4039 2.8552 0.10 0.24 -0.07 0.472
O -1.3353 -4.8800 -0.4352 -0.13 0.41 -0.12 -0.950
O -0.6700 4.0613 -2.2760 -0.12 -0.35 0.17 -0.954
H -1.7371 -5.2224 0.3633 -0.15 -0.18 0.19 0.474
H -0.5488 4.1985 -3.2156 0.01 0.04 -0.27 0.477
Rb -1.6848 -0.2817 -0.4648 0.15 -0.02 0.04 0.999
H -1.0092 2.7795 4.1212 -0.09 0.01 0.28 0.479
H -0.2311 4.8066 -1.8660 0.10 0.21 0.13 0.477
H 2.9094 -2.2258 -1.4237 0.11 -0.07 -0.25 0.476
```
Positions in Å, forces in eV/Å.

Its HOMO energy is -0.52739 hartree. The calculation puts the frontier orbital gap at 0.38988 Ha. The value obtained for the molecular weight is 157.5 Da. As for the spin multiplicity: 1. The calculated total energy comes out at -8969.9743 eV. The net charge is +1. Its energy above the lowest of the compared OMol25 structures with the same formula, charge and spin is 1.224 eV.


[3]
A structure of composition C20H22LiNO2. Source: the Open Molecules 2025 dataset; level of theory: the ωB97M-V functional and the def2-TZVPD basis.

XYZ file:
```
46
Properties=species:S:1:pos:R:3:forces:R:3:nbo_charge:R:1
H -3.3625 1.2754 4.1876 0.00 0.00 0.00 0.213
H 3.1067 -0.3276 -1.1734 0.00 0.01 0.00 0.427
C 2.3953 0.6716 -2.7315 -0.03 0.02 -0.02 0.220
C 1.4708 1.2851 -3.5829 -0.01 0.00 0.01 -0.293
C -0.5516 -2.9372 -0.3770 0.02 0.01 0.01 -0.177
H 0.2916 0.4863 4.4580 0.00 0.00 0.00 0.206
C 0.2555 -1.5409 -2.1650 -0.05 -0.02 -0.02 -0.198
H 0.1332 -1.2402 4.0923 0.00 0.00 0.00 0.201
H 0.5268 -2.7955 1.4872 0.00 0.00 0.00 0.234
C -0.3559 -0.3858 4.5651 0.00 0.00 0.00 -0.587
C -1.4387 0.3824 1.2878 0.02 -0.03 0.03 -0.610
C -0.6432 -2.4829 -1.6857 0.02 0.01 0.02 -0.227
H 1.6532 2.9067 -6.5885 0.00 0.00 0.00 0.220
H -0.7959 3.0793 -6.1676 0.00 0.00 0.00 0.216
H -1.2675 -3.6568 -0.0041 0.00 0.00 0.01 0.223
H 1.4770 0.8149 0.8948 0.03 0.02 -0.01 0.193
C 1.2363 -1.0515 -1.3163 0.11 0.03 0.03 0.039
C -1.5673 0.1604 2.4843 0.07 -0.03 0.00 -0.229
H 3.4340 0.9316 -2.9164 0.01 -0.01 0.01 0.201
Li -1.1853 0.6576 -0.6412 -0.04 0.02 0.05 0.868
H 3.0830 1.7812 -4.9404 0.00 0.00 0.00 0.206
C -0.7218 2.1084 -4.2940 -0.05 0.03 -0.03 -0.259
H -2.7409 -1.5833 5.1734 0.00 0.00 0.00 0.194
C 1.3441 -1.5252 -0.0070 -0.11 -0.07 0.02 0.358
N 2.2715 -0.1760 -1.7270 -0.02 -0.02 0.01 -0.486
H 0.2059 -1.2012 -3.1895 0.00 0.00 0.00 0.228
C 1.2311 2.4894 -5.6856 0.03 0.00 -0.01 -0.288
C 0.4466 -2.4646 0.4610 -0.03 0.00 0.01 -0.239
C -2.6094 -1.3637 4.1101 0.00 0.00 0.00 -0.585
O -0.4268 1.1325 -2.1776 0.03 0.05 -0.06 -0.780
C 2.0157 1.8699 -4.7706 -0.01 0.01 -0.03 -0.119
C 2.0741 0.1315 1.4995 -0.03 -0.06 0.06 -0.253
H 3.0277 0.5806 1.7691 0.00 -0.01 0.01 0.184
H -2.5068 0.8731 5.6900 0.00 0.00 0.00 0.193
H -1.7794 2.2149 -4.0909 0.00 0.00 -0.01 0.218
C -2.3830 1.0742 4.6222 0.00 -0.01 -0.01 -0.586
H -0.4681 -0.6018 5.6310 0.00 0.00 0.00 0.199
H -1.4168 -2.8621 -2.3393 0.00 0.00 -0.01 0.222
H -1.7714 1.9693 4.5037 0.00 0.00 0.00 0.210
C -1.7246 -0.1235 3.9236 -0.06 0.02 -0.01 -0.134
C -0.1648 2.5891 -5.4363 -0.01 -0.02 0.04 -0.150
O 2.3814 -1.0716 0.7661 0.08 0.11 -0.10 -0.556
C 0.0688 1.4712 -3.2799 0.08 -0.07 0.01 0.461
H 1.4988 -0.1107 2.3908 -0.03 0.01 -0.02 0.204
H -3.5900 -1.2020 3.6618 0.00 0.00 0.00 0.213
H -2.1574 -2.2323 3.6283 0.00 0.00 0.00 0.204
```
Positions in Å, forces in eV/Å.

Its HOMO energy is -0.28061 hartree. The calculation puts the frontier orbital gap at 0.24668 Ha. The value obtained for the molecular weight is 315.3 Da. As for the spin multiplicity: 1. The calculated total energy comes out at -26885.3119 eV.


[4]
A cluster of 9 separate species, C20H39I2NO34S8 in total. Source: the Open Molecules 2025 dataset; level of theory: the ωB97M-V functional and the def2-TZVPD basis.

XYZ file:
```
104
Properties=species:S:1:pos:R:3:forces:R:3:mulliken_charge:R:1
H 5.3492 -1.6935 1.7780 0.19 -0.03 0.13 0.325
O -8.9515 6.2809 -1.8939 -0.04 0.05 0.25 -0.559
H 2.8006 1.1877 1.9707 0.03 0.02 -0.11 0.348
H 0.3940 5.8086 0.7755 0.04 0.01 0.00 0.260
H 7.0126 -1.4806 7.0929 0.24 -0.11 0.01 0.324
C -6.1781 -8.9388 2.1349 0.37 0.23 0.07 -0.225
O -4.0174 9.2553 -2.1078 0.15 0.02 -0.27 -0.518
O -6.1499 -10.5911 3.7705 0.13 0.25 0.05 -0.323
C 3.0911 -4.8126 -1.1061 -0.18 0.03 0.40 -0.143
C -3.5637 6.3974 -0.1958 0.32 -0.14 0.23 0.044
H -4.7138 -10.5408 2.2647 0.03 0.00 0.24 0.285
S -2.4488 -7.6701 -0.1243 0.11 0.18 -0.06 1.022
O -7.2022 -8.9893 5.2919 -0.06 -0.09 0.09 -0.535
H 6.6109 -2.7049 5.0219 -0.05 0.00 -0.01 0.240
H 3.5760 -0.3514 1.6589 -0.03 -0.02 -0.01 -0.068
S -8.1478 7.4416 -2.0288 0.07 0.13 -0.21 1.111
H -3.4345 7.4619 1.7021 0.20 0.16 -0.05 0.328
O 4.7888 3.9908 -4.0121 -0.08 -0.19 -0.09 -0.322
O 3.4191 -3.6343 -1.8636 -0.04 -0.18 -0.20 -0.306
O -3.0080 8.6477 0.0463 0.28 -0.29 0.02 -0.335
H 2.2861 5.9629 -1.6319 -0.02 0.04 0.01 0.286
O 3.3139 2.4033 -2.8768 0.93 -0.18 -0.14 -0.465
C 6.1063 2.1422 -4.5382 -0.26 -0.16 -0.33 -0.370
H -2.6694 -5.2476 -2.4924 0.09 -0.21 -0.07 0.334
H -9.1193 9.3617 -4.6528 -0.17 -0.08 0.14 0.304
C 3.8683 -2.7093 2.4997 0.41 -0.10 0.44 0.389
H 5.4188 1.5769 -5.1706 0.02 0.03 -0.04 0.289
S 2.0957 -3.0225 -2.5189 0.04 -0.23 0.12 0.919
O 9.4262 0.2335 4.0305 0.05 -0.03 -0.12 -0.540
O -1.6779 8.4398 -2.0003 0.02 0.17 0.00 -0.558
H 5.6320 -1.2467 4.7826 0.05 0.05 -0.16 0.256
C 7.2993 -0.9976 6.1635 -0.18 0.45 -0.06 -0.362
I -0.1608 -0.1751 0.5879 -0.35 0.34 -0.13 0.091
H -6.7786 8.0759 -5.0759 0.16 -0.05 0.19 0.323
H 1.3304 -6.0850 -1.2400 -0.15 0.14 0.00 0.301
H 2.6861 6.2473 0.0762 0.07 -0.21 0.11 0.354
H 2.5602 0.4277 0.4147 0.28 -0.14 -0.03 0.368
C 1.9344 -5.4286 -1.8621 0.22 -0.24 -0.25 -0.271
O 2.3205 -2.8360 -3.9047 0.03 0.13 0.02 -0.588
H -6.3406 -11.0689 1.7775 0.01 0.02 -0.03 0.300
C 0.5807 5.8273 -0.3013 -0.03 0.27 0.43 -0.280
C 1.3891 -0.4377 2.0361 0.41 -0.45 -0.06 -0.353
O -3.6073 -8.2549 0.4530 0.02 -0.13 0.12 -0.443
C -7.6027 7.8152 -4.4184 -0.31 -0.17 -0.25 -0.322
H 7.0929 0.0727 6.2316 -0.04 -0.01 0.00 0.294
C -8.3760 9.0245 -3.9359 0.32 0.30 -0.03 -0.331
O 7.4906 -1.2527 3.8547 -0.02 0.25 0.10 -0.227
O 5.0059 3.6607 -1.5787 -0.02 -0.09 0.03 -0.578
O 1.1701 2.9934 -2.2242 -1.21 0.18 0.22 -0.548
H -6.3217 -8.7349 1.0785 -0.20 0.03 0.04 0.304
O -1.2290 -8.3890 -0.2103 -0.07 -0.15 -0.02 -0.575
O -9.0191 8.5806 -2.7313 -0.05 -0.21 -0.19 -0.314
H -4.8254 7.9194 0.6908 -0.01 -0.04 -0.01 0.244
H -2.5973 5.9248 -0.0065 -0.01 -0.02 0.01 -0.096
S -7.4580 -9.7411 4.1173 0.09 -0.01 -0.12 1.086
O 1.6089 -1.9742 -1.6939 0.03 0.01 -0.08 -0.273
O -2.8029 -7.1090 -1.5746 0.20 0.03 0.02 -0.339
H -0.9924 -5.2267 -0.7245 -0.02 0.09 -0.02 0.028
H 0.1536 6.7339 -0.7261 -0.13 -0.15 -0.18 0.265
H 2.2738 -5.9741 -2.7442 0.01 -0.01 0.02 0.265
S 9.0007 -1.0801 4.3558 -0.11 -0.01 0.08 1.037
I -0.1860 -3.1114 1.9629 0.11 -1.14 0.92 0.018
H 2.8079 -2.3135 0.8586 -0.12 -0.04 -0.04 0.233
C -3.7781 7.6117 0.6828 -0.51 0.03 0.01 -0.281
O 9.7563 -2.2182 3.9800 0.12 0.06 0.01 -0.541
C -2.0372 -5.2440 -0.4095 0.40 0.08 -0.31 -0.104
C 2.6716 0.2241 1.4773 -0.38 0.37 0.30 -0.942
S -3.0200 8.4260 -1.5350 -0.21 -0.12 0.20 1.113
H 2.7922 -4.5067 -0.1012 -0.02 -0.07 0.00 0.080
C -2.9480 -5.6798 -1.5356 -0.36 0.23 0.13 -0.379
O 4.9695 -2.5737 1.6779 -0.48 -0.33 -0.33 -0.488
O 3.9829 -2.9440 3.6748 -0.27 0.30 -0.19 -0.614
H -4.3532 5.6588 -0.0907 -0.08 0.06 -0.21 0.321
O -7.4530 8.0074 -0.9280 0.03 -0.27 0.14 -0.497
H -2.3050 -4.2734 -0.0021 -0.07 -0.11 0.20 0.296
H 6.8111 4.1812 -4.3377 0.02 -0.02 -0.01 0.296
O -3.5552 6.9239 -1.5295 -0.18 0.12 0.02 -0.237
H 1.0658 0.1210 2.9098 -0.19 -0.17 0.01 0.568
C 1.5823 -1.9428 2.4746 -1.14 -0.04 -0.98 -0.738
O 0.6872 2.5355 0.1516 0.32 0.83 -0.13 -0.488
N 2.6749 -2.6099 1.8190 0.70 0.71 0.18 0.306
O -7.1049 7.2159 -3.2149 0.10 0.26 0.07 -0.271
C 6.6377 -1.6174 4.9525 -0.04 -0.41 0.21 -0.177
O 2.3004 4.2761 -0.4533 -0.21 -0.01 0.30 -0.223
H 7.1210 1.7899 -4.7002 0.02 -0.04 0.24 0.309
S 4.5912 3.0022 -2.7663 0.18 -0.07 -0.18 1.207
O -0.0302 4.6692 -0.8832 0.17 0.02 -0.15 -0.170
H 1.6133 -2.0403 3.5532 0.45 -0.06 -0.04 0.518
O 5.7266 1.9456 -3.1707 0.20 0.26 0.09 -0.312
O -2.1903 -6.2686 0.5863 -0.34 0.03 -0.04 -0.207
O -8.6023 -10.5728 4.0065 -0.08 0.08 0.08 -0.534
H 5.8370 3.8984 -5.7990 -0.21 0.05 0.04 0.302
H -8.2541 7.0946 -4.9171 -0.01 0.03 -0.02 0.276
O -7.4166 -8.7749 2.8458 -0.05 -0.25 -0.09 -0.326
O 8.7038 -1.1683 5.9240 -0.07 -0.28 -0.07 -0.316
H -7.7092 9.8511 -3.6850 0.02 -0.02 -0.02 0.283
H 3.9539 -5.4690 -1.0433 0.12 0.15 -0.16 0.340
C 5.9622 3.6342 -4.7526 0.38 0.12 0.09 -0.362
C 2.0563 5.6799 -0.6025 -0.01 0.13 -0.45 -0.414
H -5.4489 -8.2386 2.5430 0.02 -0.01 -0.03 0.292
S 1.0088 3.4440 -0.8958 0.09 0.15 0.03 0.996
C -5.7775 -10.3715 2.4011 -0.20 -0.22 -0.34 -0.304
H -3.9921 -5.4448 -1.3214 0.01 0.00 0.01 0.297
O 1.1551 -4.3031 -2.2990 0.02 0.09 0.23 -0.280
```
Positions in Å, forces in eV/Å.

Its HOMO energy is -0.29422 hartree. The calculation puts the frontier orbital gap at 0.28761 Ha. The value obtained for the molecular weight is 1347.8 Da. As for the spin multiplicity: 1. The calculated total energy comes out at -195352.6004 eV.